# C3H6N4

C3H6N4 in the gas phase at a distorted geometry (ωB97M-V with the def2-TZVPD basis set, the OMol25 dataset).

As for the total charge: 0. The calculated total energy is -9164.8955 eV. As for the HOMO-LUMO gap: 8.53 eV. As for the SMILES: NN1N=CCC=N1. As for the multiplicity: 1. As for the highest occupied orbital energy: -7.45 eV.

Bonds (Å) are listed after each position.
CARTESIAN COORDINATES (ANGSTROEM)
1 N 2.550 0.055 -0.143  N2 1.433, H8 1.008, H9 0.997
2 N 1.120 0.064 -0.047  N1 1.433, N3 1.361, N7 1.320
3 N 0.458 1.203 -0.392  N2 1.361, C4 1.307
4 C -0.847 1.122 -0.395  N3 1.307, C5 1.529, H10 1.032
5 C -1.652 -0.166 -0.221  C4 1.529, C6 1.462, H11 1.187, H12 1.129
6 C -0.772 -1.049 0.542  C5 1.462, N7 1.292, H13 1.096
7 N 0.518 -0.974 0.503  N2 1.320, C6 1.292
8 H 2.716 -0.747 0.444  N1 1.008
9 H 3.007 0.924 0.033  N1 0.997
10 H -1.395 1.996 -0.453  C4 1.032
11 H -2.717 0.128 0.212  C5 1.187
12 H -1.879 -0.648 -1.216  C5 1.129
13 H -1.106 -1.909 1.134  C6 1.096